1.
# C24H72N13O7P4Ti

C24H72N13O7P4Ti as an isolated structure (the ωB97M-V functional and the def2-TZVPD basis, the OMol25 dataset).

Structure (XYZ):
```
121
Properties=species:S:1:pos:R:3
Ti -0.60 -1.51 -0.17
N -1.78 -3.92 -1.21
O -1.33 -3.82 -0.12
O -1.96 -5.07 -1.69
O -2.01 -2.86 -1.75
O 0.47 -1.74 1.98
P 0.87 -1.09 3.23
N 2.04 0.29 3.09
C 3.51 0.02 2.87
C 1.48 1.60 2.66
N 1.70 -2.08 4.41
C 2.40 -1.70 5.68
C 1.56 -3.54 4.27
N -0.41 -0.51 4.06
C -1.75 -0.69 3.56
C -0.39 0.22 5.36
H 3.84 -0.99 3.10
H 4.01 0.80 3.45
H 3.68 0.25 1.82
H 0.61 1.74 3.31
H 1.25 1.59 1.60
H 2.25 2.34 2.85
H 2.88 -0.72 5.62
H 1.77 -1.34 6.49
H 3.20 -2.39 5.94
H 0.67 -3.76 4.86
H 1.26 -3.73 3.23
H 2.44 -4.15 4.47
H -2.46 -0.52 4.37
H -1.98 0.02 2.77
H -1.88 -1.68 3.13
H -0.55 -0.37 6.26
H -1.27 0.86 5.36
H 0.48 0.87 5.44
O -2.36 -0.08 0.11
P -3.86 -0.03 -0.05
N -4.73 -0.91 1.09
C -4.44 -2.37 0.99
C -5.00 -0.41 2.49
N -4.48 -0.43 -1.58
C -5.89 -0.85 -1.75
C -3.62 -0.36 -2.71
N -4.42 1.54 0.23
C -5.86 1.98 0.14
C -3.62 2.51 1.03
H -4.87 -2.90 0.15
H -4.96 -2.80 1.85
H -3.36 -2.57 0.98
H -5.92 0.15 2.65
H -4.14 -0.01 3.03
H -5.07 -1.32 3.10
H -6.57 -0.05 -2.04
H -6.02 -1.55 -2.57
H -6.31 -1.21 -0.81
H -2.59 -0.42 -2.37
H -3.72 -1.33 -3.20
H -3.91 0.45 -3.38
H -6.48 1.30 0.72
H -6.14 3.02 0.24
H -6.36 1.79 -0.81
H -2.71 2.64 0.45
H -3.36 1.99 1.96
H -4.24 3.39 1.21
O 1.73 -1.52 -0.63
P 2.71 -2.28 -1.44
N 3.43 -3.47 -0.39
C 4.47 -3.11 0.53
C 2.62 -4.63 0.17
N 4.02 -1.36 -1.93
C 3.82 0.10 -2.17
C 5.03 -1.96 -2.80
N 2.06 -3.00 -2.82
C 0.91 -2.48 -3.55
C 2.88 -4.10 -3.52
H 4.86 -4.01 1.01
H 4.10 -2.55 1.38
H 5.27 -2.57 0.04
H 2.29 -4.23 1.13
H 3.13 -5.59 0.20
H 1.76 -4.72 -0.49
H 4.65 0.49 -2.76
H 3.06 0.13 -2.95
H 3.47 0.70 -1.33
H 5.95 -1.38 -2.74
H 5.23 -3.01 -2.59
H 4.68 -1.90 -3.83
H 1.15 -1.67 -4.24
H 0.42 -3.29 -4.09
H 0.23 -2.10 -2.79
H 3.29 -4.89 -2.90
H 3.63 -3.73 -4.22
H 2.09 -4.66 -4.03
O -0.24 3.01 -0.06
P 0.32 3.53 -1.35
N 0.29 2.42 -2.63
C 0.38 2.82 -4.00
C 0.17 0.94 -2.42
N 1.98 4.01 -1.35
C 2.58 4.75 -2.56
C 2.86 3.94 -0.30
N -0.50 4.99 -1.85
C -1.95 5.02 -2.16
C -0.04 6.20 -1.09
H 0.12 3.86 -4.16
H -0.43 2.31 -4.53
H 1.41 2.61 -4.32
H 0.94 0.39 -2.95
H -0.84 0.59 -2.66
H 0.50 0.65 -1.42
H 1.81 5.25 -3.15
H 3.35 5.45 -2.23
H 3.08 4.02 -3.19
H 3.07 4.93 0.10
H 2.56 3.26 0.50
H 3.71 3.41 -0.74
H -2.30 4.52 -3.07
H -2.55 4.67 -1.32
H -2.40 6.01 -2.19
H -0.89 6.69 -0.60
H 0.49 6.88 -1.75
H 0.61 6.12 -0.22
```

Its expectation value of S² is 3.75. The gap between HOMO and LUMO (alpha / beta) is 0.145 / 0.312 Ha. The multiplicity is 4. The HOMO energy (alpha / beta) comes out at -3.353 / -7.891 eV. The value obtained for the electronic energy is -120027.0717 eV.

=====

2.
# C24H72N7O12S

A 8-piece molecular cluster, C24H72N7O12S overall (the ωB97M-V functional and the def2-TZVPD basis, the OMol25 dataset).

Structure (XYZ):
```
116
Properties=species:S:1:pos:R:3
N -30.17 -34.49 -30.83
H -30.48 -34.86 -29.94
H -29.18 -34.45 -31.02
H -30.40 -33.51 -30.84
H -30.73 -34.85 -31.58
N -33.18 -32.88 -32.52
H -33.68 -33.27 -31.74
H -32.69 -33.65 -32.94
H -32.54 -32.14 -32.24
H -33.70 -32.34 -33.19
N -28.57 -29.66 -30.05
H -28.28 -29.38 -30.97
H -27.97 -29.30 -29.32
H -28.76 -30.65 -30.02
H -29.52 -29.34 -29.94
S -31.04 -31.39 -30.51
O -31.73 -32.56 -30.08
O -31.05 -30.28 -29.52
O -29.70 -31.83 -30.64
O -31.58 -31.03 -31.79
C -34.06 -38.16 -30.86
O -34.42 -37.17 -29.95
C -34.05 -35.79 -30.46
C -34.55 -34.79 -29.49
N -34.24 -33.40 -29.99
C -34.89 -32.49 -29.17
C -34.50 -32.47 -27.65
O -35.18 -33.54 -27.02
C -34.87 -33.80 -25.62
H -33.95 -37.84 -31.90
H -34.77 -38.99 -30.95
H -33.16 -38.71 -30.59
H -34.59 -35.70 -31.40
H -32.97 -35.66 -30.52
H -34.17 -35.03 -28.50
H -35.58 -35.00 -29.20
H -33.25 -33.23 -29.91
H -35.96 -32.33 -29.30
H -34.31 -31.62 -29.47
H -34.84 -31.52 -27.25
H -33.42 -32.47 -27.59
H -33.89 -33.45 -25.31
H -34.83 -34.86 -25.38
H -35.67 -33.40 -25.00
C -26.84 -31.39 -35.90
O -28.20 -31.13 -36.25
C -29.05 -32.17 -35.65
C -29.39 -31.71 -34.18
N -28.47 -32.20 -33.20
C -28.08 -33.64 -33.24
C -26.95 -34.02 -32.30
O -27.58 -34.41 -31.04
C -26.61 -34.98 -30.18
H -26.82 -31.79 -34.89
H -26.21 -30.55 -36.21
H -26.47 -32.18 -36.55
H -28.78 -33.22 -35.73
H -29.93 -32.17 -36.29
H -30.39 -32.05 -33.91
H -29.46 -30.62 -34.18
H -29.03 -32.05 -32.38
H -27.52 -33.82 -34.17
H -28.96 -34.28 -33.13
H -26.23 -33.20 -32.27
H -26.31 -34.75 -32.81
H -26.20 -35.99 -30.28
H -27.03 -35.00 -29.18
H -25.77 -34.29 -30.16
C -27.65 -38.69 -29.15
O -28.85 -38.27 -28.59
C -29.67 -37.38 -29.36
C -30.86 -36.81 -28.51
N -30.53 -35.44 -28.15
C -29.52 -35.45 -27.02
C -30.07 -34.73 -25.74
O -30.79 -33.51 -25.91
C -30.10 -32.55 -26.70
H -26.90 -37.94 -29.41
H -27.86 -39.29 -30.04
H -27.15 -39.33 -28.42
H -29.99 -38.02 -30.18
H -29.08 -36.60 -29.84
H -31.27 -37.34 -27.65
H -31.57 -36.72 -29.34
H -31.37 -34.97 -27.85
H -28.52 -35.11 -27.27
H -29.37 -36.47 -26.64
H -29.24 -34.49 -25.07
H -30.66 -35.36 -25.07
H -29.09 -32.45 -26.30
H -30.60 -31.59 -26.58
H -30.12 -32.88 -27.74
C -35.75 -25.70 -29.18
O -34.96 -25.50 -30.32
C -33.63 -25.93 -30.17
C -33.41 -27.49 -30.26
N -32.52 -28.07 -29.17
C -33.10 -28.15 -27.87
C -32.48 -29.26 -27.10
O -33.16 -29.28 -25.86
C -32.75 -30.36 -25.11
H -35.26 -25.66 -28.20
H -36.39 -26.57 -29.29
H -36.48 -24.90 -29.06
H -33.08 -25.41 -29.38
H -33.10 -25.53 -31.03
H -32.71 -27.58 -31.09
H -34.27 -28.06 -30.60
H -32.01 -28.90 -29.43
H -34.16 -28.39 -28.01
H -33.02 -27.17 -27.41
H -31.40 -29.13 -27.00
H -32.70 -30.20 -27.60
H -32.33 -31.19 -25.67
H -33.50 -30.72 -24.40
H -31.95 -29.95 -24.48
```

Its expectation value of S² is 0.75. The gap between HOMO and LUMO (alpha / beta) is 0.307 / 0.162 Ha. The multiplicity is 2. Its charge is +2. The HOMO energy (alpha / beta) comes out at -13.136 / -13.136 eV. The value obtained for the electronic energy is -71867.9132 eV.